A structure of composition C25H29N7O4PbS4. Source: OMol25; level of theory: ωB97M-V/def2-TZVPD.

Its HOMO energy is -2.148 eV. The value obtained for the max |F| is 0.3 eV/A. Its total charge is -2.

Geometry as XYZ:
```
70
C25H29N7O4PbS4 (ωB97M-V/def2-TZVPD)
Pb 1.914 0.113 -1.403
O -2.575 3.638 0.382
C -3.234 2.695 -0.307
C -4.627 2.780 -0.377
C -5.357 1.826 -1.062
C -4.715 0.762 -1.687
C -3.333 0.676 -1.618
C -2.574 1.625 -0.940
C -1.083 1.438 -0.893
O -0.597 0.411 -1.434
N -0.442 2.382 -0.224
N 0.935 2.218 -0.191
C 1.545 3.135 0.466
C 2.968 3.280 0.687
C 3.345 4.316 1.557
C 4.657 4.597 1.864
C 5.653 3.811 1.265
C 5.328 2.798 0.401
C 3.976 2.477 0.063
O 3.747 1.530 -0.762
H -1.596 3.383 0.305
H -5.112 3.613 0.118
H -6.437 1.911 -1.106
H -5.283 0.016 -2.228
H -2.795 -0.134 -2.093
H 0.922 3.911 0.923
H 2.553 4.913 2.001
H 4.911 5.401 2.542
H 6.697 4.008 1.485
H 6.093 2.191 -0.067
N 0.970 -2.606 -1.196
N 2.254 -3.204 -1.212
C 3.214 -2.730 -0.432
N 4.450 -3.226 -0.705
S 2.992 -1.586 0.807
H 0.407 -3.009 -0.447
H 0.537 -2.857 -2.080
H 2.548 -3.547 -2.166
H 4.569 -3.560 -1.660
H 5.195 -2.643 -0.358
S 3.202 -0.984 -3.887
C 2.692 -2.489 -4.573
S 3.336 -4.010 -4.039
C 1.815 -2.481 -5.663
C 1.308 -1.280 -6.236
N 0.867 -0.349 -6.760
C 1.390 -3.674 -6.315
N 0.993 -4.605 -6.873
C -5.237 0.070 2.253
C -3.718 -0.065 2.218
C -3.286 -1.432 1.702
S -1.628 -1.471 0.976
O -1.320 -2.939 0.856
C -0.673 -0.819 2.368
C -0.675 -1.646 3.649
C 0.276 -2.838 3.602
H -5.535 1.036 2.663
H -5.688 -0.716 2.864
H -5.644 -0.002 1.244
H -3.310 0.092 3.219
H -3.307 0.719 1.576
H -3.924 -1.751 0.875
H -3.313 -2.212 2.465
H -1.062 0.190 2.520
H 0.340 -0.721 1.968
H -1.689 -1.986 3.878
H -0.384 -0.980 4.468
H -0.009 -3.523 2.805
H 0.262 -3.377 4.552
H 1.298 -2.510 3.405
```

Results of the Löwdin charge analysis, in e, for atoms 1 through 4: 1.2822 0.0190 -0.3037 -0.0398

=====

A structure of composition C25H29N8OSTc. Source: OMol25; level of theory: ωB97M-V/def2-TZVPD.

Its HOMO energy (alpha / beta) is -16.558 / -16.559 eV. As for the expectation value of S²: 3.80. The value obtained for the max |F| is 0.6 eV/A. As for the relative energy (zero: lowest compared OMol25 entry of this formula, charge and spin): 0.3322 eV. Its total charge is +3. Its spin multiplicity is 4.

Geometry as XYZ:
```
65
C25H29N8OSTc (ωB97M-V/def2-TZVPD)
Tc -1.648 0.129 0.227
S -1.143 -0.092 2.402
C 0.611 -0.056 2.235
N 1.292 -0.051 3.312
N 2.644 -0.082 3.359
C 3.553 -0.855 2.727
C 4.920 -0.591 3.039
C 5.905 -1.361 2.486
C 5.560 -2.427 1.643
C 4.212 -2.716 1.362
C 3.211 -1.946 1.886
N 1.197 0.134 0.973
N 0.402 0.273 0.017
C 0.944 0.643 -1.238
C 0.068 0.751 -2.321
C 0.541 1.171 -3.548
C 1.889 1.486 -3.690
C 2.761 1.381 -2.610
C 2.298 0.965 -1.378
H 2.987 0.442 4.159
H 5.165 0.228 3.705
H 6.943 -1.157 2.707
H 6.337 -3.050 1.219
H 3.972 -3.571 0.746
H 2.176 -2.198 1.709
H -0.990 0.513 -2.231
H -0.130 1.260 -4.391
H 2.262 1.823 -4.648
H 3.802 1.642 -2.734
H 2.960 0.910 -0.527
C -2.843 -2.587 0.938
C -3.408 -3.924 0.384
N -2.886 -4.162 -0.952
C -3.375 -3.154 -1.863
C -2.954 -1.739 -1.338
N -2.060 -1.903 -0.147
C -0.900 -2.766 -0.530
C -1.434 -4.172 -0.928
H -2.167 -2.729 1.778
H -3.641 -1.908 1.256
H -4.496 -3.902 0.343
H -3.120 -4.749 1.035
H -4.459 -3.215 -1.933
H -2.962 -3.325 -2.856
H -3.830 -1.157 -1.028
H -2.405 -1.186 -2.110
H -0.228 -2.806 0.329
H -0.386 -2.275 -1.359
H -1.104 -4.925 -0.214
H -1.057 -4.457 -1.909
N -0.191 6.668 -0.251
C -0.085 5.345 -0.410
O 0.906 4.772 -0.823
C -1.295 4.495 -0.053
C -2.602 4.916 0.141
C -3.590 3.970 0.403
C -3.244 2.640 0.449
N -1.975 2.222 0.246
C -1.029 3.138 0.010
H 0.602 7.241 -0.499
H -0.986 7.121 0.162
H -2.877 5.961 0.080
H -4.618 4.264 0.562
H -3.989 1.877 0.656
H -0.014 2.814 -0.167
```

Results of the Löwdin charge analysis, in e, for atoms 1 through 4: 1.2101 0.7496 -0.6993 0.0926

=====

A cluster of 5 separate species, C25H29NO15 in total. Source: OMol25; level of theory: ωB97M-V/def2-TZVPD.

Its HOMO energy is -9.399 eV. The value obtained for the max |F| is 3.6 eV/A. Its SMILES is O=C1C=C(O)C(=O)C=C1O.O=C1C=C(O)C(=O)C=C1O.O=C1C=C(O)C(=O)C=C1O.CN(C)C=O.COCCOC. Its total charge is 0.

Geometry as XYZ:
```
70
C25H29NO15 (ωB97M-V/def2-TZVPD)
O -3.328 5.806 -5.593
C -2.612 6.576 -4.927
C -2.238 6.293 -3.593
C -1.455 7.019 -2.791
O -1.376 6.653 -1.536
C -0.896 8.312 -3.251
O -0.084 8.994 -2.692
C -1.334 8.756 -4.577
C -2.049 7.934 -5.371
O -2.363 8.355 -6.610
H -2.714 5.393 -3.233
H -1.230 7.360 -0.903
H -1.127 9.747 -4.951
H -2.956 7.707 -6.998
O -1.342 -6.729 -4.813
C -0.886 -5.701 -4.336
C -1.346 -5.293 -2.982
C -0.940 -4.115 -2.370
O -1.367 -3.727 -1.142
C -0.007 -3.129 -3.087
O 0.213 -2.004 -2.753
C 0.583 -3.672 -4.269
C 0.154 -4.805 -4.934
O 0.759 -5.337 -6.003
H -1.977 -5.965 -2.420
H -0.953 -2.934 -0.795
H 1.419 -3.107 -4.653
H 0.472 -6.225 -6.228
O 2.601 2.651 -3.400
C 3.508 1.792 -3.317
C 4.337 1.530 -2.182
C 5.357 0.656 -2.139
O 6.110 0.422 -0.996
C 5.649 -0.284 -3.270
O 6.525 -1.151 -3.254
C 4.886 0.041 -4.506
C 3.881 0.971 -4.494
O 3.288 1.394 -5.628
H 4.100 2.162 -1.339
H 6.545 -0.410 -1.196
H 4.997 -0.506 -5.430
H 2.697 2.121 -5.421
C 1.085 3.249 2.559
N 1.239 1.736 2.737
C 2.529 1.178 2.870
C 0.215 0.960 2.256
O 0.248 -0.288 2.048
H 1.221 3.754 3.515
H 0.193 3.640 2.071
H 1.837 3.643 1.875
H 3.174 1.578 3.653
H 2.481 0.113 3.094
H 3.118 1.190 1.953
H -0.714 1.517 2.060
C -1.254 -4.754 5.471
O -1.815 -4.895 6.726
C -2.803 -3.951 7.236
C -3.779 -4.617 8.152
O -3.444 -4.830 9.472
C -4.547 -5.346 10.203
H -1.126 -5.758 5.066
H -0.298 -4.237 5.546
H -1.945 -4.440 4.688
H -3.417 -3.798 6.348
H -2.412 -3.012 7.630
H -4.066 -5.610 7.805
H -4.734 -4.093 8.125
H -4.326 -5.406 11.268
H -4.713 -6.341 9.790
H -5.447 -4.732 10.164
```

Results of the Löwdin charge analysis, in e, for atoms 1 through 4: 0.0961 -0.2995 0.0497 -0.2407

=====

A structure of composition C25H30AlF5N4O2S. Source: OMol25; level of theory: ωB97M-V/def2-TZVPD.

Its HOMO energy is -8.571 eV. The value obtained for the max |F| is 4.3 eV/A. Its total charge is 0.

Geometry as XYZ:
```
68
C25H30AlF5N4O2S (ωB97M-V/def2-TZVPD)
Al 0.138 1.879 1.570
O 0.645 3.754 1.812
N -0.110 4.387 2.658
N -1.133 3.720 3.000
O -1.375 2.517 2.433
C -2.088 4.229 3.933
C -2.956 3.323 4.492
C -3.875 3.779 5.383
C -3.929 5.121 5.776
C -3.032 6.020 5.226
C -2.029 5.606 4.377
H -2.849 2.266 4.192
H -4.597 3.071 5.797
H -4.745 5.372 6.520
H -2.941 7.043 5.514
H -1.389 6.341 3.998
C 4.735 -3.377 1.572
C 3.296 -3.793 1.523
C 2.359 -2.534 1.801
C 1.000 -3.032 2.125
N -0.063 -1.969 2.129
C -0.651 -1.381 1.070
S -1.690 -0.102 1.223
N -0.309 -1.956 -0.154
C -0.574 -1.300 -1.410
C -0.550 -2.404 -2.475
C -1.804 -3.257 -2.630
C -2.894 -2.548 -3.449
H 5.398 -4.162 1.910
H 4.875 -2.645 2.389
H 5.125 -2.839 0.678
H 3.198 -4.603 2.205
H 2.991 -4.149 0.472
H 2.391 -1.887 0.942
H 2.780 -1.963 2.602
H 0.887 -3.500 3.143
H 0.526 -3.739 1.425
H -0.371 -1.508 3.021
H 0.393 -2.607 -0.211
H 0.237 -0.586 -1.494
H -1.439 -0.749 -1.236
H 0.258 -3.061 -2.256
H -0.342 -1.987 -3.494
H -2.108 -3.599 -1.684
H -1.542 -4.133 -3.140
H -3.356 -1.710 -2.915
H -3.713 -3.214 -3.606
H -2.471 -2.343 -4.454
F -0.026 0.631 -7.799
C 0.679 -0.162 -6.999
F 1.848 -0.298 -7.571
F 0.145 -1.360 -7.013
C 0.827 0.479 -5.592
C -0.358 0.974 -5.009
C -0.356 1.402 -3.715
C 0.818 1.408 -2.980
C 1.955 0.898 -3.622
C 2.006 0.433 -4.911
C 0.773 1.540 -1.557
C 0.684 1.776 -0.367
H -1.236 0.902 -5.636
H -1.291 1.682 -3.213
H 2.853 0.746 -3.004
H 2.850 -0.124 -5.265
F 2.433 1.945 3.406
C 1.626 0.939 2.704
F 1.216 0.073 3.748
H 2.249 0.329 2.091
```

Results of the Löwdin charge analysis, in e, for atoms 1 through 4: 0.2023 -0.0831 0.0910 -0.1379

=====

A structure of composition C25H30AsClN3O4Pt. Source: OMol25; level of theory: ωB97M-V/def2-TZVPD.

Its HOMO energy is -10.827 eV. The value obtained for the max |F| is 4.7 eV/A. As for the relative energy (zero: lowest compared OMol25 entry of this formula, charge and spin): 0.5193 eV. Its total charge is +1.

Geometry as XYZ:
```
65
C25H30AsClN3O4Pt (ωB97M-V/def2-TZVPD)
Pt 0.179 -0.068 -0.037
O -2.635 -2.977 1.252
C -1.948 -2.000 1.053
O -0.713 -1.993 0.628
C -2.536 -0.632 1.301
C -3.810 -0.391 1.783
C -4.225 0.932 1.901
C -3.378 1.965 1.508
C -2.125 1.629 1.032
N -1.740 0.369 0.967
C -1.117 2.605 0.488
O -1.376 3.784 0.477
O 0.003 2.067 0.054
H -4.445 -1.229 2.037
H -5.212 1.158 2.282
H -3.668 3.005 1.546
Cl 1.724 -3.447 -0.384
C 1.314 -2.557 -1.806
C 0.746 -3.241 -2.867
C 0.481 -2.578 -4.049
C 0.819 -1.234 -4.184
C 1.359 -0.552 -3.121
C 1.591 -1.171 -1.871
C 2.193 -0.460 -0.779
H 0.535 -4.297 -2.765
H 0.038 -3.116 -4.878
H 0.682 -0.735 -5.135
H 1.656 0.485 -3.232
H 2.629 0.507 -1.007
H 2.712 -1.061 -0.050
N -2.733 -0.030 -5.541
C -2.302 0.054 -4.265
C -2.445 -1.020 -3.373
C -1.906 -0.931 -2.118
N -1.248 0.159 -1.677
C -1.146 1.211 -2.515
C -1.660 1.207 -3.783
H -3.212 -0.849 -5.871
H -2.648 0.747 -6.170
H -2.970 -1.919 -3.672
H -2.009 -1.753 -1.422
H -0.641 2.085 -2.125
H -1.573 2.088 -4.405
C -0.282 -1.942 3.855
C 0.065 -0.455 3.789
As 1.060 0.095 2.226
C 1.411 1.974 2.558
C 1.818 2.353 3.982
C 2.751 -0.838 2.385
C 3.421 -0.817 3.757
H -0.790 -2.159 4.794
H 0.616 -2.560 3.808
H -0.931 -2.249 3.048
H 0.714 -0.178 4.619
H -0.832 0.164 3.842
H 0.504 2.504 2.290
H 2.165 2.276 1.830
H 1.060 2.071 4.711
H 1.928 3.436 4.028
H 2.766 1.914 4.281
H 3.407 -0.405 1.632
H 2.542 -1.866 2.082
H 3.740 0.182 4.039
H 4.310 -1.447 3.724
H 2.770 -1.207 4.539
```

Results of the Löwdin charge analysis, in e, for atoms 1 through 4: 1.2575 0.1126 -0.6311 -0.2027

=====

A structure of composition C25H30BN6S2Ti. Source: OMol25; level of theory: ωB97M-V/def2-TZVPD.

Its HOMO energy (alpha / beta) is -2.619 / -3.436 eV. As for the expectation value of S²: 2.01. The value obtained for the max |F| is 1.6 eV/A. As for the relative energy (zero: lowest compared OMol25 entry of this formula, charge and spin): 0.3676 eV. Its total charge is -1. Its spin multiplicity is 3.

Geometry as XYZ:
```
65
C25H30BN6S2Ti (ωB97M-V/def2-TZVPD)
Ti -0.885 -0.114 0.044
C -4.140 2.312 1.089
C -3.944 0.930 0.529
C -4.568 -0.162 1.086
C -4.433 -1.443 0.520
C -3.659 -1.622 -0.598
C -2.965 -0.536 -1.164
C -3.113 0.743 -0.600
H -3.466 2.479 1.933
H -5.163 2.448 1.445
H -3.925 3.074 0.338
H -5.187 -0.025 1.966
H -4.945 -2.287 0.967
H -3.565 -2.602 -1.049
H -2.476 -0.656 -2.120
H -2.757 1.609 -1.139
B -1.607 0.745 3.557
N -1.680 -0.729 3.034
C -2.083 -1.739 3.805
C -2.050 -2.910 3.068
C -1.605 -2.506 1.815
N -1.384 -1.183 1.787
N -0.807 1.679 2.602
C -0.188 2.786 3.018
C 0.079 3.587 1.922
C -0.422 2.856 0.846
N -0.953 1.698 1.255
H -1.030 0.755 4.628
H -2.748 1.173 3.667
H -2.353 -1.557 4.834
H -2.312 -3.904 3.390
H -1.411 -3.091 0.931
H 0.009 2.933 4.067
H 0.571 4.545 1.905
H -0.420 3.108 -0.200
S -0.136 -2.131 -1.233
C 1.367 -2.616 -0.435
C 1.894 -3.892 -0.677
C 3.084 -4.320 -0.108
C 3.781 -3.464 0.739
C 3.275 -2.197 0.992
C 2.079 -1.741 0.418
S 1.534 -0.092 0.736
H 1.341 -4.551 -1.338
H 3.464 -5.312 -0.325
H 4.711 -3.778 1.199
H 3.809 -1.521 1.651
N -0.274 0.988 -1.587
C 0.661 1.411 -2.109
N 1.738 1.785 -2.749
C 1.911 1.520 -4.184
C 3.385 1.228 -4.463
C 3.956 0.340 -3.356
C 3.953 1.061 -1.992
C 2.920 2.184 -1.966
H 1.551 2.368 -4.771
H 1.308 0.651 -4.445
H 3.953 2.160 -4.533
H 3.459 0.737 -5.434
H 4.966 0.019 -3.611
H 3.340 -0.561 -3.288
H 4.934 1.489 -1.770
H 3.709 0.351 -1.199
H 3.311 3.108 -2.396
H 2.601 2.383 -0.945
```

Results of the Löwdin charge analysis, in e, for atoms 1 through 4: 0.3614 -0.0496 -0.2882 -0.0566

=====

Number 1: E -93608.0542 eV. Number 2: E -53368.9653 eV. Number 3: E -58591.3800 eV. Number 4: E -67484.7104 eV. Number 5: E -115674.4510 eV. Number 6: E -80819.2787 eV.